1.
Here is a 2-piece molecular cluster, C4H7NO overall in a non-equilibrium geometry from OMol25. Energies are from wB97M-V/def2-TZVPD.

XYZ file:
```
13
Properties=species:S:1:pos:R:3:forces:R:3
C 0.702 -1.912 0.426 0.0 0.0 0.0
C 0.394 -0.606 -0.227 0.2 -0.2 -0.2
O -0.874 -0.218 -0.173 0.0 -0.4 0.3
C -1.383 0.809 -0.761 -0.3 0.4 -0.4
C 0.305 2.176 0.657 0.0 1.1 0.3
N 0.145 3.306 0.849 0.2 -1.1 -0.2
H 0.494 -2.775 -0.223 0.0 0.1 0.1
H 1.763 -1.949 0.694 -0.2 0.0 0.0
H 0.118 -2.028 1.344 0.1 0.0 -0.1
H 0.945 -0.266 -1.105 0.0 0.0 0.1
H 0.630 1.113 0.568 0.0 0.2 0.1
H -2.388 1.068 -0.466 0.1 -0.1 -0.1
H -0.851 1.280 -1.582 -0.1 -0.1 0.1
```
Forces are in eV/Å.

**HOMO-LUMO gap (alpha / beta)**: 8.35 / 8.12 eV
**E_HOMO (alpha / beta)**: -0.2962 / -0.2924 Eh
**Relative energy (zero: lowest compared OMol25 entry of this formula, charge and spin)**: 476.4 kJ/mol
**Molecular weight**: 85.1 g/mol

2.
Here is C2H3N2O2 as an isolated structure in a non-equilibrium geometry from OMol25. Energies are from wB97M-V/def2-TZVPD.

XYZ file:
```
9
Properties=species:S:1:pos:R:3:forces:R:3
C 0.612 0.022 -1.159 -2.2 0.0 -3.4
C -1.450 -0.503 0.123 3.8 0.0 -2.8
N 1.832 0.146 -0.939 -5.4 -0.2 -0.4
N -0.298 -0.324 -0.287 -3.9 -0.8 1.9
O -1.307 0.474 2.059 1.4 -3.8 -0.2
O 2.908 0.248 -1.037 7.1 0.5 0.0
H 0.292 0.219 -2.327 1.2 -0.2 2.7
H -0.561 -0.523 2.436 -4.0 4.3 -2.0
H -2.029 0.241 1.130 1.9 0.1 4.1
```
Forces are in eV/Å.

**HOMO-LUMO gap**: 6.16 eV
**E_HOMO**: -0.5346 Eh
**Relative energy (zero: lowest compared OMol25 entry of this formula, charge and spin)**: 1035.8 kJ/mol
**Charge**: +1
**Molecular weight**: 87.1 g/mol

3.
Here is one molecule with the formula C4H11N2O from OMol25. Energies are from wB97M-V/def2-TZVPD.

XYZ file:
```
18
Properties=species:S:1:pos:R:3:forces:R:3
N -0.642 0.469 -1.048 0.3 0.4 -0.5
C 0.132 0.237 0.195 -0.3 -0.2 0.4
C 1.420 -0.482 -0.166 0.0 -0.1 -0.1
C 2.029 0.046 -1.472 -0.3 0.0 0.4
O 1.662 1.205 -1.993 -0.7 -0.5 0.5
C -0.760 -0.478 1.214 0.1 0.9 -0.4
N -1.991 0.297 1.445 0.5 0.0 -0.3
H 0.075 1.022 -1.690 0.6 -0.2 0.1
H -0.888 -0.401 -1.497 0.1 -0.3 -0.2
H -1.499 0.957 -0.827 -0.3 0.3 0.1
H 0.271 1.233 0.593 0.5 0.3 0.0
H 1.170 -1.540 -0.327 -0.1 -0.2 0.1
H 2.074 -0.530 0.738 -0.1 0.4 -0.4
H 2.911 -0.499 -1.802 0.1 0.2 -0.2
H -0.142 -0.608 2.094 -0.1 -0.3 0.4
H -1.039 -1.429 0.801 0.0 -0.7 0.0
H -2.795 -0.297 1.425 -0.4 -0.2 0.1
H -1.989 0.799 2.316 0.0 0.1 0.2
```
Forces are in eV/Å.

**<S²>**: 0.754
**HOMO-LUMO gap (alpha / beta)**: 4.96 / 8.37 eV
**Spin multiplicity**: 2
**E_HOMO (alpha / beta)**: -0.1660 / -0.2916 Eh
**Relative energy (zero: lowest compared OMol25 entry of this formula, charge and spin)**: 112.8 kJ/mol
**Molecular weight**: 103.1 g/mol

4.
Here is one molecule with the formula C6H10OS3 in a non-equilibrium geometry from OMol25. Energies are from wB97M-V/def2-TZVPD.

XYZ file:
```
20
Properties=species:S:1:pos:R:3:forces:R:3
C 2.417 0.073 -0.887 1.8 1.4 5.0
C 1.094 0.761 -0.702 0.6 2.2 0.3
C 1.187 2.164 0.112 -0.8 -1.0 -4.3
S -0.533 2.512 0.660 0.3 0.4 -0.3
C -1.200 0.873 0.345 2.6 -1.4 -2.4
O 0.245 -0.017 0.036 -2.8 0.2 1.2
S -2.021 0.662 -1.298 0.6 0.4 1.0
C -2.962 -0.819 -0.820 0.3 0.9 0.0
C -2.583 -1.317 0.580 -1.1 1.7 -0.5
S -2.194 0.163 1.615 0.3 -0.4 -0.3
H 2.774 -0.392 0.110 -0.6 0.7 -1.2
H 3.244 0.755 -1.153 -0.6 -0.4 -0.6
H 2.204 -0.725 -1.464 0.1 -2.5 -2.5
H 0.873 0.866 -1.808 -1.1 0.7 1.1
H 1.757 2.062 0.955 1.5 -0.5 2.1
H 1.738 2.858 -0.600 -1.4 -0.1 1.0
H -2.816 -1.524 -1.625 -0.1 -0.6 0.1
H -3.936 -0.408 -0.844 -1.4 -0.3 0.1
H -3.455 -1.836 1.036 1.1 -0.1 -0.2
H -1.638 -1.769 0.440 0.7 -1.4 0.5
```
Forces are in eV/Å.

**HOMO-LUMO gap**: 9.18 eV
**E_HOMO**: -0.3162 Eh
**Relative energy (zero: lowest compared OMol25 entry of this formula, charge and spin)**: 0.0 kJ/mol
**Molecular weight**: 194.3 g/mol

5.
Here is an isolated ion of composition C4H11O2S and charge +1 from OMol25. Energies are from wB97M-V/def2-TZVPD.

XYZ file:
```
18
Properties=species:S:1:pos:R:3:forces:R:3
C 1.239 -1.310 0.600 0.1 0.2 0.1
C 1.699 -0.247 -0.394 0.3 -0.3 -0.1
O 0.673 0.614 -0.873 -0.3 -0.4 0.0
C 0.074 1.453 0.084 0.0 0.2 0.2
C -1.418 1.310 -0.029 0.4 0.5 -0.4
O -1.880 0.090 0.659 -0.4 0.2 -0.2
S -2.339 -1.139 -0.213 -0.1 -0.1 0.3
H 0.454 -0.955 1.270 0.0 0.1 0.0
H 2.078 -1.582 1.241 0.0 -0.2 0.0
H 0.914 -2.215 0.086 -0.1 -0.1 0.0
H 2.532 0.329 0.013 -0.1 0.2 0.1
H 2.079 -0.747 -1.283 0.0 0.1 0.0
H 0.419 1.241 1.099 -0.1 0.0 0.0
H 0.303 2.505 -0.111 0.1 0.0 -0.1
H -1.653 1.255 -1.095 -0.2 -0.1 0.1
H -1.967 2.150 0.385 -0.1 -0.2 0.4
H -1.294 -1.974 0.008 0.1 -0.1 -0.2
H -1.914 -0.779 -1.448 0.1 -0.1 -0.1
```
Forces are in eV/Å.

**HOMO-LUMO gap**: 9.06 eV
**E_HOMO**: -0.5139 Eh
**Relative energy (zero: lowest compared OMol25 entry of this formula, charge and spin)**: 202.3 kJ/mol
**Charge**: +1
**Molecular weight**: 123.2 g/mol

6.
Here is C32H26AsNO2SSrTe as an isolated structure from OMol25. Energies are from wB97M-V/def2-TZVPD.

XYZ file:
```
65
Properties=species:S:1:pos:R:3:forces:R:3
Sr -0.354 -0.409 2.080 0.1 -0.4 0.2
O 1.554 0.725 5.214 0.1 -0.2 0.2
C 0.900 -0.218 4.795 -0.1 0.1 0.2
O 1.155 -1.007 3.825 0.1 0.1 -0.4
C -0.489 -0.441 5.402 0.1 0.1 -0.2
C -0.765 -0.269 6.748 0.0 0.0 0.1
C -2.066 -0.453 7.185 0.1 0.0 0.0
C -3.053 -0.757 6.258 0.0 0.0 -0.1
C -2.693 -0.871 4.928 -0.1 0.0 0.1
N -1.435 -0.740 4.504 -0.3 0.1 0.0
H 0.036 0.012 7.415 0.0 0.0 0.0
H -2.314 -0.348 8.233 0.0 0.0 0.0
H -4.083 -0.893 6.556 0.0 0.0 0.0
H -3.440 -1.081 4.169 0.0 0.0 0.0
S -0.510 2.108 0.846 0.0 0.3 -0.1
C -0.125 2.147 -0.875 -0.1 0.0 0.1
C -0.760 3.096 -1.680 0.0 0.0 -0.2
C -0.539 3.134 -3.049 0.0 0.0 0.1
C 0.330 2.233 -3.646 0.1 -0.1 0.0
C 0.997 1.305 -2.855 0.0 0.0 -0.1
C 0.783 1.263 -1.484 0.0 0.0 0.1
As 1.694 0.009 -0.314 0.1 0.0 -0.1
C 2.957 1.214 0.541 -0.1 -0.1 -0.1
C 3.423 2.353 -0.109 0.0 0.0 0.0
C 4.272 3.226 0.553 0.0 0.0 0.0
C 4.646 2.975 1.868 0.0 0.0 0.0
C 4.171 1.848 2.519 0.0 0.0 0.0
C 3.330 0.963 1.855 0.0 0.0 0.1
C 2.792 -0.962 -1.597 0.0 0.1 0.0
C 4.088 -0.580 -1.929 0.1 0.0 0.0
C 4.809 -1.292 -2.877 0.0 0.0 0.0
C 4.242 -2.391 -3.509 0.0 0.0 0.0
C 2.951 -2.779 -3.182 0.0 0.0 0.0
C 2.236 -2.070 -2.226 -0.1 -0.1 -0.1
H -1.443 3.798 -1.219 0.0 0.0 0.0
H -1.053 3.875 -3.650 0.0 0.0 0.0
H 0.502 2.256 -4.714 0.0 0.0 0.0
H 1.691 0.615 -3.320 0.0 0.0 0.0
H 3.110 2.576 -1.122 0.0 0.0 0.0
H 4.629 4.113 0.045 0.0 0.0 0.0
H 5.295 3.669 2.387 0.0 0.0 0.0
H 4.425 1.657 3.553 0.0 0.0 0.0
H 2.956 0.102 2.401 0.0 0.0 -0.1
H 4.551 0.273 -1.448 -0.1 0.0 0.0
H 5.817 -0.984 -3.122 0.0 0.0 0.0
H 4.805 -2.943 -4.251 0.0 0.0 0.0
H 2.500 -3.636 -3.665 0.0 0.0 0.0
H 1.229 -2.395 -1.984 0.0 0.1 0.0
C -4.497 -1.725 -0.032 0.0 0.0 0.0
Te -3.466 0.039 0.650 0.1 -0.1 -0.1
C -2.631 0.071 -1.321 0.0 0.0 0.1
C -3.462 -0.867 -2.150 -0.1 -0.1 0.0
C -3.323 -0.887 -3.536 0.0 0.0 0.0
C -4.079 -1.754 -4.305 0.0 0.0 0.0
C -4.983 -2.613 -3.693 0.0 0.0 0.0
C -5.123 -2.600 -2.316 0.0 0.0 0.0
C -4.365 -1.731 -1.535 0.0 0.0 0.0
H -5.539 -1.684 0.280 0.0 0.0 0.0
H -4.044 -2.614 0.404 0.0 0.0 0.0
H -1.584 -0.228 -1.290 0.0 0.0 0.0
H -2.660 1.093 -1.690 0.0 0.0 0.0
H -2.618 -0.210 -4.006 0.0 0.0 0.0
H -3.969 -1.758 -5.381 0.0 0.0 0.0
H -5.581 -3.289 -4.291 0.0 0.0 0.0
H -5.830 -3.267 -1.837 0.0 0.0 0.0
```
Forces are in eV/Å.

**HOMO-LUMO gap**: 7.12 eV
**E_HOMO**: -0.2708 Eh
**Relative energy (zero: lowest compared OMol25 entry of this formula, charge and spin)**: 92.1 kJ/mol
**Molecular weight**: 778.8 g/mol